82
Properties=species:S:1:pos:R:3:forces:R:3 method="wB97M-V/def2-TZVPD" multiplicity=1 e_homo_ev=-9.310 charge=0
C -2.521 -1.869 0.819 -0.470 0.638 -0.721
C -2.878 -1.247 -0.545 -0.030 -0.549 0.701
C -3.116 0.236 -0.413 0.308 0.097 -0.282
O -1.890 0.954 -0.477 -0.219 -0.344 0.319
C -2.038 2.298 -0.100 -0.072 -0.191 0.158
C -0.925 2.704 0.941 -0.045 -0.168 -1.478
O -0.186 1.580 1.300 0.688 0.642 0.374
C -0.060 3.740 0.201 1.157 -0.460 0.976
O 0.435 3.333 -1.036 -0.832 0.341 -0.183
C 1.839 3.383 -1.179 -0.016 -0.469 -0.593
C 2.194 3.002 -2.621 0.643 0.057 0.442
C 2.993 1.712 -2.657 -0.125 -0.164 0.028
N -0.951 4.887 0.147 -0.256 0.033 0.233
C -1.948 4.724 1.155 -0.326 0.363 -0.123
O -2.998 5.322 1.210 1.048 -0.222 0.158
C -1.426 3.609 2.066 -1.105 0.124 -1.027
C -2.457 3.093 3.039 0.355 0.410 0.332
C -1.967 2.573 4.387 -0.183 -0.548 -0.304
C -1.396 1.165 4.362 0.070 0.343 0.425
I -0.574 3.884 5.362 -0.073 0.112 0.034
H -3.277 -1.537 1.528 -0.015 -0.049 0.340
H -2.550 -2.950 0.798 0.238 -0.230 -0.015
H -1.555 -1.512 1.135 0.288 -0.088 0.266
H -3.809 -1.706 -0.869 -0.140 -0.028 -0.292
H -2.099 -1.478 -1.266 -0.090 0.200 -0.206
H -3.584 0.410 0.560 -0.216 0.194 0.092
H -3.777 0.618 -1.193 -0.204 -0.021 -0.113
H -3.042 2.479 0.290 -0.107 -0.018 0.233
H -1.951 2.912 -0.989 0.079 0.225 -0.135
H -0.737 1.026 1.853 -0.150 -0.385 -0.057
H 0.801 3.922 0.857 0.126 0.157 0.027
H 2.285 2.644 -0.517 0.134 0.016 0.348
H 2.249 4.367 -0.957 -0.153 0.252 0.257
H 2.819 3.783 -3.040 -0.108 0.290 -0.242
H 1.290 2.909 -3.207 -0.229 0.112 -0.134
H 3.482 1.546 -3.611 -0.096 -0.110 -0.279
H 2.336 0.881 -2.424 -0.007 -0.285 -0.050
H 3.780 1.718 -1.909 0.169 0.056 0.175
H -0.473 5.772 0.221 -0.232 0.293 -0.436
H -0.545 4.091 2.484 0.109 -0.273 0.732
H -3.161 3.898 3.232 -0.112 0.203 -0.044
H -3.035 2.307 2.556 -0.117 -0.261 0.009
H -2.828 2.545 5.040 -0.075 0.215 0.295
H -2.161 0.483 4.003 -0.015 -0.200 -0.292
H -0.479 1.098 3.789 0.111 -0.081 -0.211
H -1.151 0.872 5.376 0.070 -0.182 0.177
C 1.314 -2.981 4.583 -0.089 0.228 0.030
C -0.004 -3.318 3.903 0.337 -0.222 -0.211
C -0.122 -4.811 3.641 -0.173 -0.015 -0.035
O -0.149 -2.594 2.676 0.024 0.047 0.361
H 2.154 -3.267 3.948 0.056 -0.091 -0.049
H 1.389 -1.908 4.765 -0.021 -0.011 0.020
H 1.413 -3.504 5.536 -0.007 -0.008 -0.013
H -0.831 -2.990 4.536 -0.054 0.063 -0.079
H 0.675 -5.143 2.970 0.055 0.012 0.057
H -1.073 -5.040 3.159 -0.014 0.011 0.028
H -0.054 -5.384 4.568 0.021 -0.003 -0.008
H 0.564 -2.858 2.084 0.000 -0.020 0.011
C 3.443 -1.534 -0.601 -0.003 0.050 0.053
C 3.846 -2.721 -1.458 -0.273 0.289 -0.207
C 4.338 -2.279 -2.827 0.056 -0.130 -0.051
O 2.739 -3.616 -1.595 0.187 -0.171 0.081
H 2.624 -0.982 -1.070 0.043 0.004 -0.055
H 3.089 -1.868 0.370 0.005 -0.064 0.153
H 4.277 -0.846 -0.449 0.007 0.015 -0.018
H 4.630 -3.288 -0.954 -0.064 -0.114 0.006
H 3.547 -1.748 -3.363 0.010 0.070 0.061
H 4.619 -3.144 -3.430 0.027 -0.014 0.022
H 5.201 -1.618 -2.744 -0.008 0.026 -0.002
H 2.031 -3.137 -2.039 -0.061 0.078 0.006
C -1.961 -1.653 -5.083 -0.108 0.061 0.088
C -0.746 -1.242 -4.266 0.014 -0.315 -0.270
C 0.550 -1.562 -4.994 0.072 0.057 0.097
O -0.769 -1.890 -2.993 0.209 0.110 0.052
H -1.953 -2.732 -5.263 0.066 0.003 -0.053
H -2.880 -1.417 -4.546 0.010 0.041 0.002
H -1.981 -1.144 -6.048 0.007 -0.013 -0.010
H -0.792 -0.174 -4.055 -0.006 -0.001 0.140
H 0.633 -2.638 -5.171 -0.056 -0.009 -0.060
H 1.409 -1.262 -4.394 -0.001 0.067 -0.002
H 0.602 -1.050 -5.956 0.007 -0.013 -0.008
H -0.730 -2.840 -3.142 -0.050 -0.064 -0.050